(1)
{"formula": "C39H38N2O4S2Se2W", "method": "ωB97M-V/def2-TZVPD", "homo_energy_ev": -13.95, "max_force_ev_per_a": 2.48, "total_charge": 2, "orbital_gap_ha": 0.1888, "elements": ["W", "C", "Se", "C", "C", "Se", "C", "H", "H", "H", "H", "H", "H", "H", "H", "H", "H", "S", "C", "C", "N", "C", "S", "C", "N", "C", "C", "C", "O", "C", "C", "O", "C", "O", "C", "C", "C", "C", "C", "C", "C", "C", "C", "C", "C", "C", "C", "O", "C", "C", "C", "C", "C", "C", "C", "C", "C", "C", "C", "C", "H", "H", "H", "H", "H", "H", "H", "H", "H", "H", "H", "H", "H", "H", "H", "H", "H", "H", "H", "H", "H", "H", "H", "H", "H", "H", "H", "H"], "coordinates": [[-0.75505, 0.58915, -1.68125], [-0.84484, 4.48966, -0.41809], [-1.78128, 3.31040, -1.63054], [-3.24985, 2.86655, -0.41205], [-4.27366, 2.00646, -1.12299], [-3.31064, 0.83290, -2.34430], [-4.67500, -0.41179, -2.93755], [-0.59004, 3.97211, 0.50071], [-1.52457, 5.31725, -0.23493], [0.04560, 4.83866, -0.93076], [-3.66766, 3.81647, -0.08885], [-2.80786, 2.35610, 0.43845], [-4.93432, 2.58221, -1.76304], [-4.85296, 1.40607, -0.42886], [-5.45431, 0.23712, -3.32349], [-5.01553, -1.01252, -2.10230], [-4.24159, -1.02048, -3.72084], [-1.37107, -1.13364, -3.43536], [-0.52978, -0.59068, -4.84248], [-0.58939, -1.49334, -5.95499], [-0.66124, -2.23859, -6.82839], [0.14548, 0.57472, -4.90415], [0.14088, 1.71243, -3.59342], [0.86606, 1.00677, -6.06390], [1.45863, 1.38300, -6.97533], [1.50763, -2.36889, 3.97280], [1.98012, -1.31083, 3.01204], [3.31092, -0.69948, 3.36907], [1.00176, -0.25920, 2.91323], [0.39542, -0.32720, 1.65153], [1.49636, -0.96526, 0.79629], [2.03344, -1.89316, 1.69625], [1.01525, -1.68588, -0.48904], [0.49904, -0.56892, -1.29076], [2.14050, -2.30279, -1.30304], [3.00847, -3.23946, -0.74222], [4.00989, -3.81045, -1.51346], [4.17392, -3.44853, -2.84139], [3.33701, -2.49206, -3.39553], [2.32818, -1.92266, -2.63148], [-0.18224, -2.60037, -0.20353], [0.00576, -3.84515, 0.38773], [-1.08264, -4.63214, 0.74421], [-2.38071, -4.19841, 0.52299], [-2.58973, -2.95641, -0.05808], [-1.49286, -2.19003, -0.40165], [-0.10157, 1.09063, 1.29543], [-0.96407, 0.97105, 0.10084], [1.07251, 1.99055, 0.96095], [1.43373, 2.27535, -0.34642], [2.55139, 3.00349, -0.69797], [3.36630, 3.48271, 0.31848], [3.04842, 3.20167, 1.64081], [1.91876, 2.45862, 1.96397], [-1.05163, 1.60719, 2.36699], [-2.14696, 0.80746, 2.70844], [-3.08450, 1.24523, 3.62941], [-2.94871, 2.49764, 4.21901], [-1.88178, 3.30807, 3.86495], [-0.94087, 2.86815, 2.93974], [1.49066, -1.97105, 4.98698], [2.18711, -3.22182, 3.94011], [0.50430, -2.70136, 3.70071], [3.24134, -0.20213, 4.33744], [3.61228, 0.03009, 2.61443], [4.06891, -1.48078, 3.42732], [-0.47208, -0.98545, 1.67437], [2.23669, -0.22035, 0.48996], [2.94702, -3.49713, 0.30283], [4.67191, -4.53954, -1.06423], [4.95451, -3.90048, -3.43937], [3.46750, -2.18363, -4.42530], [1.69299, -1.18085, -3.08970], [1.00081, -4.21016, 0.58093], [-0.90652, -5.59820, 1.20039], [-3.22396, -4.81907, 0.79769], [-3.59521, -2.59702, -0.24205], [-1.72270, -1.21103, -0.82642], [0.85315, 1.88127, -1.19463], [2.79055, 3.18947, -1.73875], [4.24860, 4.06079, 0.07485], [3.69093, 3.55965, 2.43572], [1.70245, 2.22251, 2.99793], [-2.27990, -0.16493, 2.24904], [-3.91853, 0.60630, 3.89351], [-3.66994, 2.83677, 4.95138], [-1.77103, 4.28853, 4.31142], [-0.11441, 3.52207, 2.69159]]}

(2)
{"formula": "C28H47N4", "method": "ωB97M-V/def2-TZVPD", "homo_energy_ev": -1.48, "max_force_ev_per_a": 1.36, "total_charge": -1, "orbital_gap_ha": 0.1322, "elements": ["C", "C", "C", "C", "C", "C", "C", "C", "C", "C", "C", "C", "C", "C", "C", "C", "N", "C", "C", "N", "H", "H", "H", "H", "H", "H", "H", "H", "H", "H", "H", "H", "H", "H", "H", "H", "H", "H", "H", "H", "H", "H", "H", "H", "H", "H", "H", "H", "H", "H", "H", "H", "H", "H", "H", "H", "H", "N", "C", "C", "C", "C", "C", "H", "H", "H", "H", "H", "N", "C", "C", "C", "C", "C", "H", "H", "H", "H", "H"], "coordinates": [[-3.30001, 5.07772, 2.11901], [-2.08780, 4.28986, 2.59592], [-1.88450, 4.38516, 4.08932], [-0.53969, 3.84790, 4.59744], [-0.06007, 2.52183, 3.99607], [-0.06666, 1.37519, 5.01697], [-0.41818, -0.01135, 4.46550], [0.33025, -0.44679, 3.20215], [-0.54628, -1.34077, 2.29815], [-1.68366, -0.63622, 1.54250], [-1.62447, -0.85438, 0.01858], [-0.25799, -0.57597, -0.63817], [-0.22206, 0.79544, -1.32466], [-0.32209, 1.97484, -0.35227], [0.99692, 2.73967, -0.12638], [2.13703, 1.84325, 0.31748], [3.06041, 2.59385, 1.11379], [4.15640, 1.74969, 1.48699], [3.99642, 1.11238, 2.86583], [3.45355, 1.68703, 3.85201], [-3.57818, 4.75502, 1.12546], [-4.12536, 4.92468, 2.80373], [-3.05706, 6.13781, 2.12639], [-1.19656, 4.53942, 2.03365], [-2.29417, 3.25046, 2.35692], [-2.71204, 3.91783, 4.61697], [-1.91635, 5.44489, 4.34796], [0.21115, 4.62333, 4.52325], [-0.66469, 3.68117, 5.66578], [0.96394, 2.64335, 3.65657], [-0.62987, 2.20131, 3.13658], [0.86736, 1.32463, 5.56738], [-0.83284, 1.62914, 5.75187], [-1.48941, -0.12505, 4.34628], [-0.14058, -0.72717, 5.23822], [1.20643, -1.03643, 3.44781], [0.66802, 0.38928, 2.59924], [0.08703, -1.89906, 1.61804], [-0.99854, -2.07440, 2.96475], [-1.74959, 0.41645, 1.77885], [-2.61978, -1.06338, 1.89629], [-2.34525, -0.18395, -0.44767], [-1.96945, -1.85934, -0.20856], [-0.11770, -1.30594, -1.43475], [0.56869, -0.71718, 0.04269], [-1.07962, 0.81558, -1.99736], [0.64502, 0.88022, -1.96765], [-0.60136, 1.62321, 0.62930], [-1.06398, 2.68048, -0.71028], [0.81979, 3.41504, 0.70610], [1.27611, 3.29757, -1.01472], [2.61676, 1.40667, -0.58619], [1.70920, 1.02168, 0.93172], [5.09296, 2.32144, 1.48376], [4.25874, 0.88879, 0.79729], [4.36666, 0.07819, 2.99078], [3.46229, 1.05333, 4.65221], [1.52315, -1.42224, -3.89008], [0.95254, -1.93205, -4.97915], [1.50911, -2.94793, -5.74026], [2.73402, -3.46342, -5.35031], [3.34548, -2.94280, -4.22165], [2.69977, -1.92800, -3.52872], [-0.00598, -1.49913, -5.24914], [0.99344, -3.32693, -6.61159], [3.20211, -4.25931, -5.91571], [4.30204, -3.31464, -3.88068], [3.13966, -1.49306, -2.63705], [-0.51814, -5.74479, -5.69544], [-1.16761, -6.45750, -6.61360], [-2.53843, -6.39783, -6.81107], [-3.28099, -5.55117, -6.00493], [-2.62444, -4.80370, -5.04193], [-1.24834, -4.93422, -4.92904], [-0.54910, -7.11002, -7.22114], [-3.00953, -6.99978, -7.57626], [-4.35431, -5.47527, -6.12502], [-3.16461, -4.13095, -4.39013], [-0.69512, -4.36267, -4.19199]]}

(3)
{"formula": "C3H3N3", "method": "ωB97M-V/def2-TZVPD", "smiles": "N#CC(N)C#N", "homo_energy_ev": -10.86, "max_force_ev_per_a": 1.38, "orbital_gap_ha": 0.4170, "elements": ["N", "C", "C", "N", "C", "N", "H", "H", "H"], "coordinates": [[-0.90172, -0.96502, -0.04034], [0.08748, 0.02193, 0.36854], [1.43288, -0.21711, -0.21080], [2.47350, -0.48848, -0.63828], [-0.33453, 1.42227, 0.12088], [-0.73514, 2.49636, -0.02817], [-1.74085, -0.56280, -0.43201], [-0.51777, -1.70382, -0.60830], [0.14572, -0.12614, 1.44622]]}